No. 1
Computed, not measured: a cluster of 2 separate species, C16H28N3O5 in total at a distorted geometry, with the ωB97M-V functional and the def2-TZVPD basis.

## Properties
**Energy**: -31757.2809 eV
**E_LUMO**: 2.68 eV
**Frontier orbital gap**: 7.6 eV

The geometry in ORCA input format:
```
! RIJCOSX wB97M-V def2-TZVPD def2/J DEFGRID3
* xyz -1 1
O -2.328 5.954 3.595
O 4.423 -5.842 -1.907
O -2.424 1.610 1.122
O 1.869 3.233 1.384
O -2.459 1.815 -1.077
C -1.650 4.976 3.314
C 3.258 -6.091 -1.622
C -2.034 2.135 0.056
C 0.964 4.041 1.566
N 1.229 5.327 1.839
N -1.423 -0.963 -0.800
N -1.428 4.654 2.043
C -1.032 4.149 4.421
C 2.573 5.884 1.965
C 2.192 -6.228 -2.708
C -0.847 -1.054 -2.141
C -2.151 -2.147 -0.343
C 1.336 -4.959 -2.837
C 0.154 -2.211 -2.166
C -1.183 -3.333 -0.328
C 0.556 -4.665 -1.543
C -0.485 -3.536 -1.692
C -0.941 3.209 0.110
C -0.515 3.610 1.537
H 2.981 -6.217 -0.581
H 0.433 5.927 1.995
H -1.991 -0.101 -0.701
H -1.986 5.147 1.365
H 0.052 4.183 4.347
H -1.378 3.121 4.325
H -1.350 4.549 5.382
H 3.131 5.314 2.711
H 2.518 6.930 2.267
H 3.089 5.803 1.006
H 2.684 -6.430 -3.664
H 1.555 -7.086 -2.476
H -1.639 -1.217 -2.879
H -0.340 -0.116 -2.391
H -2.994 -2.350 -1.011
H -2.547 -1.973 0.663
H 1.986 -4.113 -3.081
H 0.629 -5.089 -3.663
H 0.997 -1.960 -1.514
H 0.535 -2.317 -3.185
H -0.428 -3.150 0.443
H -1.731 -4.239 -0.052
H 1.262 -4.394 -0.750
H 0.035 -5.576 -1.229
H -1.238 -3.837 -2.428
H -1.268 4.095 -0.437
H -0.073 2.807 -0.416
H -0.579 2.722 2.167
*
```



No. 2
Computed, not measured: a structure of composition C7H12N2 at a distorted geometry, with the ωB97M-V functional and the def2-TZVPD basis.

## Properties
**Energy above the lowest of the compared OMol25 structures with the same formula, charge and spin**: 476.2 kJ/mol
**Energy**: -10428.5417 eV
**E_LUMO**: 0.84 eV
**Frontier orbital gap**: 7.6 eV

The geometry in ORCA input format:
```
! RIJCOSX wB97M-V def2-TZVPD def2/J DEFGRID3
* xyz 0 1
C 1.093 1.566 1.270
C -0.803 -0.738 -1.982
C 0.724 -1.147 -0.044
C 0.597 1.216 -0.102
C -0.346 -0.464 -0.569
N -1.528 0.105 1.494
C -1.155 0.473 0.213
C 1.217 -2.267 0.415
N 1.025 1.897 -1.078
H 0.717 1.608 -2.002
H -2.495 0.213 1.762
H -0.926 -0.565 1.956
H -1.852 1.115 -0.320
H 2.136 1.868 1.213
H 0.503 2.396 1.663
H 0.997 0.727 1.953
H -0.043 -0.427 -2.700
H -1.010 -1.800 -2.101
H -1.731 -0.226 -2.243
H 0.597 -3.123 0.681
H 2.284 -2.426 0.520
*
```



No. 3
Computed, not measured: a cluster of 6 separate species, C5H19NO7 in total at a distorted geometry, with the ωB97M-V functional and the def2-TZVPD basis.

## Properties
**Energy above the lowest of the compared OMol25 structures with the same formula, charge and spin**: 135.2 kJ/mol
**Energy**: -21315.5047 eV
**E_LUMO**: 0.46 eV
**Frontier orbital gap**: 10.2 eV

The geometry in ORCA input format:
```
! RIJCOSX wB97M-V def2-TZVPD def2/J DEFGRID3
* xyz 0 1
O -0.783 -1.766 1.517
C -0.003 -1.634 0.607
O 1.304 -1.827 0.811
C -0.467 -1.634 -0.841
C -1.981 -1.637 -0.972
C -2.737 -0.422 -0.418
C -2.666 0.820 -0.871
N 0.202 -0.493 -1.466
H 1.881 -1.353 0.180
H 0.009 -2.472 -1.354
H -2.541 -2.516 -0.662
H -2.267 -1.572 -2.030
H -3.492 -0.695 0.309
H -1.918 1.140 -1.586
H -3.433 1.574 -0.725
H 0.159 0.379 -0.951
H -0.109 -0.218 -2.390
H -1.018 -0.458 3.467
H 0.209 -0.458 2.736
O -0.251 0.120 3.356
H 2.270 1.313 1.710
H 0.815 1.583 2.288
O 1.396 1.657 1.517
H 3.371 0.641 -1.172
H 2.452 -0.394 -1.606
O 3.149 -0.270 -0.938
H 0.145 2.770 0.635
H -1.096 2.975 0.047
O -0.173 2.984 -0.263
H 0.889 2.512 -2.827
H 1.258 2.403 -1.434
O 1.476 1.970 -2.282
*
```